# 1
{
  "formula": "C38H55GeN2O8P2Re",
  "method": "wB97M-V/def2-TZVPD",
  "s2": 3.769,
  "lumo_ev": [-8.9555, -8.6388],
  "homo_lumo_gap_ev": [7.0, 7.4],
  "total_charge": 3,
  "energy_ev": -136862.0349,
  "spin_multiplicity": 4,
  "species": ["Re", "C", "C", "C", "O", "P", "O", "C", "P", "O", "O", "C", "C", "C", "O", "C", "C", "C", "O", "C", "C", "C", "H", "H", "H", "H", "H", "H", "H", "H", "H", "H", "H", "H", "H", "H", "H", "H", "H", "H", "H", "H", "H", "H", "H", "H", "H", "H", "H", "H", "H", "H", "C", "N", "C", "C", "N", "C", "H", "H", "H", "H", "H", "H", "O", "C", "O", "C", "C", "Ge", "C", "C", "C", "C", "C", "C", "C", "C", "C", "C", "C", "C", "C", "C", "C", "C", "C", "C", "H", "H", "H", "H", "H", "H", "H", "H", "H", "H", "H", "H", "H", "H", "H", "H", "H", "H", "H"],
  "xyz": [[10.017, 13.135, 15.336], [10.799, 13.807, 22.061], [10.782, 12.604, 21.150], [9.517, 11.797, 21.244], [10.952, 12.993, 19.685], [10.067, 13.684, 18.648], [9.995, 12.805, 17.410], [10.903, 15.262, 18.161], [10.467, 16.005, 16.588], [10.843, 14.916, 15.508], [11.386, 17.126, 16.099], [12.111, 18.375, 16.775], [13.503, 17.857, 17.221], [11.341, 18.927, 17.964], [8.938, 16.251, 16.608], [8.388, 17.509, 16.017], [7.122, 17.770, 16.824], [8.156, 17.348, 14.541], [8.724, 14.039, 19.303], [7.305, 13.653, 18.847], [6.393, 14.002, 19.978], [7.229, 12.183, 18.492], [10.729, 13.428, 23.108], [9.978, 14.481, 21.983], [11.716, 14.349, 22.018], [11.683, 11.986, 21.256], [8.639, 12.440, 21.251], [9.573, 11.205, 22.190], [9.558, 11.054, 20.419], [11.936, 15.015, 18.043], [10.803, 15.951, 18.988], [12.168, 19.052, 15.932], [13.562, 17.254, 18.131], [14.099, 18.722, 17.454], [14.085, 17.431, 16.413], [11.407, 18.286, 18.863], [10.326, 19.193, 17.763], [11.808, 19.888, 18.212], [9.066, 18.310, 16.314], [6.484, 16.927, 16.720], [6.626, 18.632, 16.428], [7.321, 17.894, 17.902], [7.410, 16.587, 14.381], [9.031, 17.125, 13.913], [7.694, 18.275, 14.270], [7.111, 14.338, 18.060], [6.629, 13.553, 20.950], [5.418, 13.683, 19.664], [6.415, 15.077, 20.121], [7.612, 11.631, 19.328], [7.889, 11.899, 17.618], [6.220, 11.884, 18.222], [15.571, 12.925, 14.739], [14.316, 12.474, 15.272], [14.104, 11.404, 16.138], [12.788, 11.427, 16.444], [12.179, 12.449, 15.729], [13.112, 13.079, 15.046], [15.992, 12.289, 14.002], [16.279, 12.994, 15.554], [15.516, 13.946, 14.473], [14.877, 10.792, 16.552], [12.181, 10.807, 17.062], [12.988, 13.918, 14.389], [6.133, 14.553, 15.582], [6.949, 14.096, 14.864], [8.158, 13.596, 15.360], [6.875, 13.975, 13.325], [6.626, 12.556, 12.792], [8.054, 11.234, 12.975], [8.776, 10.470, 11.397], [8.901, 11.421, 10.379], [9.253, 11.042, 9.121], [9.444, 9.694, 8.876], [9.430, 8.740, 9.902], [9.125, 9.136, 11.180], [8.076, 10.217, 14.710], [6.944, 10.348, 15.508], [6.687, 9.367, 16.505], [7.575, 8.329, 16.686], [8.658, 8.186, 15.814], [8.926, 9.132, 14.860], [10.516, 12.579, 13.317], [11.355, 11.506, 12.975], [11.934, 11.403, 11.760], [11.915, 12.482, 10.840], [11.182, 13.609, 11.196], [10.417, 13.604, 12.367], [7.816, 14.426, 12.872], [6.061, 14.627, 13.008], [6.437, 12.504, 11.710], [5.818, 11.995, 13.269], [8.643, 12.448, 10.569], [9.299, 11.731, 8.280], [9.645, 9.306, 7.871], [9.570, 7.690, 9.668], [9.090, 8.425, 11.963], [6.317, 11.225, 15.421], [5.765, 9.395, 17.026], [7.355, 7.580, 17.412], [9.265, 7.299, 15.848], [9.704, 8.872, 14.121], [11.614, 10.743, 13.758], [12.533, 10.530, 11.462], [12.514, 12.433, 9.943], [11.226, 14.493, 10.613], [9.951, 14.523, 12.653]],
  "lowdin_spin": [2.43, 0.00, 0.00, 0.00, 0.00, 0.01, 0.08, 0.00, 0.01, 0.10, 0.00, 0.00, 0.00, 0.00, 0.00, 0.00, 0.00, 0.00, 0.00, 0.00, 0.00, 0.00, 0.00, 0.00, 0.00, 0.00, 0.00, 0.00, 0.00, 0.00, 0.00, 0.00, 0.00, 0.00, 0.00, 0.00, 0.00, 0.00, 0.00, 0.00, 0.00, 0.00, 0.00, 0.00, 0.00, 0.00, 0.00, 0.00, 0.00, 0.00, 0.00, 0.00, 0.00, 0.01, 0.00, 0.00, 0.00, 0.01, 0.00, 0.00, 0.00, 0.00, 0.00, 0.00, 0.02, 0.02, 0.17, 0.00, 0.00, 0.00, 0.00, 0.00, 0.00, 0.00, 0.00, 0.00, 0.00, 0.00, 0.00, 0.00, 0.00, 0.00, 0.02, 0.02, 0.00, 0.03, 0.00, 0.04, 0.00, 0.00, 0.00, 0.00, 0.00, 0.00, 0.00, 0.00, 0.00, 0.00, 0.00, 0.00, 0.00, 0.00, 0.00, 0.00, 0.00, 0.00, 0.00]
}



# 2
{
  "formula": "C38H56BBrClF24N4O13",
  "method": "wB97M-V/def2-TZVPD",
  "lumo_ev": -3.2475,
  "homo_lumo_gap_ev": 8.1,
  "total_charge": 1,
  "energy_ev": -221345.6967,
  "spin_multiplicity": 1,
  "species": ["C", "C", "O", "C", "C", "O", "C", "C", "C", "C", "O", "C", "Br", "C", "C", "C", "C", "C", "C", "O", "C", "C", "O", "C", "C", "O", "C", "N", "N", "C", "N", "O", "B", "O", "O", "N", "C", "C", "O", "Cl", "H", "H", "H", "H", "H", "H", "H", "H", "H", "H", "H", "H", "H", "H", "H", "H", "H", "H", "H", "H", "H", "H", "H", "H", "H", "H", "H", "H", "H", "H", "H", "H", "H", "H", "H", "H", "H", "H", "H", "H", "H", "H", "H", "H", "C", "C", "C", "F", "F", "F", "F", "O", "C", "C", "F", "F", "F", "F", "H", "H", "H", "H", "C", "C", "C", "F", "F", "F", "F", "O", "C", "C", "F", "F", "F", "F", "H", "H", "H", "H", "C", "C", "C", "F", "F", "F", "F", "O", "C", "C", "F", "F", "F", "F", "H", "H", "H", "H"],
  "xyz": [[4.943, 1.285, 1.329], [5.047, -0.212, 0.949], [4.009, -0.968, 1.584], [4.433, -2.307, 1.775], [3.227, -3.322, 1.564], [2.117, -2.579, 1.054], [1.083, -3.339, 0.519], [0.831, -4.700, 1.307], [1.536, -5.957, 0.714], [0.541, -6.968, 0.047], [1.246, -7.555, -1.044], [-0.242, -2.481, 0.817], [0.247, -0.597, 1.061], [-1.407, -2.761, -0.164], [-1.735, -1.628, -1.210], [-3.157, -1.811, -1.850], [-3.444, -0.686, -2.931], [-4.956, -0.302, -2.891], [-5.071, 1.140, -3.495], [-4.633, 2.110, -2.528], [-5.567, 2.338, -1.570], [-5.026, 2.814, -0.206], [-6.735, 2.212, -1.719], [-2.660, -3.183, 0.690], [-3.303, -2.131, 1.634], [-3.335, -0.790, 1.195], [-2.803, -2.206, 3.166], [-2.340, -0.939, 3.711], [-1.161, -3.967, -1.001], [0.094, -4.130, -1.522], [0.152, -4.927, -2.575], [1.340, -5.276, -3.165], [1.085, -5.238, -4.580], [0.305, -6.197, -5.199], [1.595, -4.201, -5.352], [1.198, -3.620, -0.926], [2.211, -2.922, -1.693], [2.114, -1.370, -1.845], [2.769, -0.695, -1.187], [1.095, -0.550, -3.070], [3.926, 1.695, 1.229], [5.350, 1.379, 2.368], [5.646, 1.828, 0.663], [6.021, -0.595, 1.321], [5.055, -0.339, -0.156], [5.242, -2.621, 1.089], [4.766, -2.382, 2.833], [3.565, -4.148, 0.912], [3.001, -3.710, 2.579], [-0.265, -4.870, 1.213], [0.996, -4.562, 2.391], [2.386, -5.749, 0.044], [1.962, -6.517, 1.573], [-0.412, -6.485, -0.261], [0.262, -7.779, 0.753], [0.835, -8.388, -1.311], [-0.548, -2.828, 1.819], [-1.030, -1.759, -2.049], [-1.759, -0.618, -0.781], [-3.960, -1.772, -1.095], [-3.264, -2.781, -2.385], [-3.219, -1.151, -3.911], [-2.776, 0.157, -2.685], [-5.369, -0.324, -1.865], [-5.558, -1.018, -3.486], [-4.325, 1.179, -4.313], [-6.070, 1.338, -3.913], [-5.867, 3.175, 0.402], [-4.214, 3.552, -0.318], [-4.607, 1.906, 0.283], [-3.446, -3.621, 0.038], [-2.314, -4.039, 1.315], [-4.375, -2.413, 1.714], [-2.452, -0.390, 1.179], [-3.660, -2.500, 3.807], [-2.061, -3.022, 3.309], [-3.075, -0.242, 3.709], [-1.506, -0.591, 3.251], [-1.911, -4.164, -1.655], [-0.689, -5.334, -2.978], [-0.443, -5.788, -5.662], [0.911, -3.546, -5.561], [3.191, -3.085, -1.205], [2.377, -3.298, -2.724], [5.894, 6.620, 4.819], [6.980, 7.115, 3.849], [6.747, 6.819, 2.367], [6.686, 5.493, 2.118], [7.774, 7.311, 1.634], [8.181, 6.642, 4.250], [7.040, 8.470, 3.984], [6.139, 5.386, 5.484], [5.812, 4.212, 4.823], [7.043, 3.353, 4.532], [7.939, 4.017, 3.776], [6.685, 2.239, 3.843], [5.098, 4.482, 3.712], [4.988, 3.525, 5.646], [5.861, 7.352, 5.627], [4.898, 6.649, 4.374], [5.825, 7.289, 2.014], [7.537, 3.052, 5.458], [4.880, 1.652, -3.508], [5.873, 1.530, -4.677], [7.340, 1.315, -4.301], [7.834, 2.341, -3.581], [8.091, 1.222, -5.424], [5.738, 2.601, -5.486], [5.481, 0.446, -5.412], [4.508, 2.966, -3.115], [5.336, 3.644, -2.226], [5.953, 4.897, -2.850], [6.682, 4.590, -3.942], [6.783, 5.496, -1.965], [6.264, 2.807, -1.722], [4.555, 4.016, -1.188], [3.948, 1.211, -3.861], [5.171, 1.041, -2.651], [7.467, 0.389, -3.732], [5.175, 5.606, -3.142], [-9.852, 3.399, 1.210], [-8.834, 2.527, 1.965], [-8.447, 1.212, 1.292], [-9.504, 0.390, 1.135], [-7.543, 0.544, 2.061], [-9.281, 2.311, 3.221], [-7.692, 3.269, 2.089], [-11.210, 3.305, 1.619], [-11.984, 2.282, 1.085], [-12.454, 1.295, 2.155], [-11.407, 0.732, 2.794], [-13.164, 0.293, 1.586], [-11.328, 1.675, 0.077], [-13.067, 2.872, 0.535], [-9.581, 4.432, 1.434], [-9.747, 3.311, 0.128], [-7.989, 1.393, 0.315], [-13.081, 1.797, 2.895]],
  "mulliken_charge": [-0.82, -0.20, -0.31, -0.73, -0.18, -0.03, -0.15, -0.83, -1.18, -0.52, -0.50, -0.69, -0.06, 0.79, -0.38, -0.55, -0.80, -0.45, -0.83, -0.41, 0.68, -0.43, -0.54, -1.92, 0.18, -0.45, -0.92, -0.54, 0.12, -1.24, 0.49, -0.23, 0.43, -0.49, -0.52, 1.05, -0.67, 0.13, -0.07, -0.22, 0.33, 0.09, 0.25, 0.47, 0.10, 0.47, 0.26, 0.10, 0.35, 0.13, 0.90, 0.42, 0.50, 0.12, 0.48, 0.33, 0.05, -0.06, 0.84, 0.21, 0.20, 0.24, 0.48, 0.32, 0.38, 0.47, 0.40, 0.11, 0.39, -0.07, 0.55, 0.29, 0.57, 0.29, 0.39, 0.29, 0.28, 0.22, 0.66, 0.28, 0.34, 0.32, 0.36, 0.92, -0.68, 0.85, 0.13, -0.23, -0.28, -0.27, -0.33, -0.40, 0.77, 0.17, -0.20, -0.21, -0.25, -0.31, 0.41, 0.33, 0.27, 0.20, -0.24, 0.85, 0.13, -0.20, -0.28, -0.29, -0.32, -0.37, 0.78, 0.13, -0.23, -0.23, -0.29, -0.26, 0.34, -0.04, 0.27, 0.26, -0.86, 0.88, 0.35, -0.24, -0.26, -0.28, -0.31, -0.42, 0.81, 0.18, -0.21, -0.26, -0.28, -0.30, 0.44, 0.38, 0.09, 0.25]
}